Record 1
65
Properties=species:S:1:pos:R:3 method="wB97M-V/def2-TZVPD" e_homo_ev=-14.7475 charge=+2 homo_lumo_gap_ev=6.66 de_lowest_kcal_mol=3.45
Zr -0.391 -0.372 -0.049
O -3.156 -1.208 1.229
C -2.539 -1.910 0.500
O -1.145 -2.061 0.620
C -2.858 -2.363 -0.920
C -3.147 -3.613 -1.428
C -2.719 -3.923 -2.721
C -1.813 -3.147 -3.411
C -1.503 -1.916 -2.843
C -2.182 -1.445 -1.733
O -1.917 -0.205 -1.257
N -0.213 -1.301 -3.102
O 0.447 -0.893 -2.065
O 0.283 -1.288 -4.170
N -3.077 -5.245 -3.288
O -3.823 -5.928 -2.627
O -2.591 -5.522 -4.359
H -3.643 -4.379 -0.846
H -1.324 -3.520 -4.301
C 2.350 -1.963 1.325
C 3.099 -1.511 0.097
C 4.108 -2.284 -0.459
C 4.789 -1.842 -1.585
C 4.467 -0.629 -2.171
C 3.468 0.184 -1.642
C 3.106 1.490 -2.293
C 2.822 -0.280 -0.500
N 1.739 0.474 0.088
C 1.939 1.531 0.780
C 3.254 2.155 1.061
C 0.680 2.139 1.379
C 0.758 3.365 2.204
N -0.401 1.484 1.149
C -1.690 1.857 1.695
C -2.048 1.314 2.926
C -1.123 0.399 3.681
C -3.307 1.639 3.415
C -4.157 2.458 2.690
C -3.769 2.972 1.459
C -2.520 2.679 0.930
C -2.071 3.236 -0.394
H 2.681 -2.951 1.637
H 1.267 -2.076 1.154
H 2.488 -1.286 2.171
H 4.362 -3.234 -0.009
H 5.572 -2.452 -2.014
H 4.993 -0.302 -3.059
H 3.483 1.524 -3.312
H 3.546 2.338 -1.764
H 2.025 1.640 -2.335
H 4.075 1.525 0.727
H 3.354 2.353 2.129
H 3.318 3.123 0.556
H 1.371 4.121 1.710
H 1.254 3.130 3.152
H -0.230 3.764 2.416
H -0.882 -0.503 3.105
H -1.588 0.060 4.603
H -0.185 0.892 3.950
H -3.625 1.239 4.369
H -5.135 2.698 3.086
H -4.443 3.612 0.904
H -2.847 3.864 -0.826
H -1.862 2.442 -1.117
H -1.173 3.850 -0.297

---

Record 2
60
Properties=species:S:1:pos:R:3 method="wB97M-V/def2-TZVPD" e_homo_ev=-14.4890 charge=+2 homo_lumo_gap_ev=8.09 de_lowest_kcal_mol=0.00
Pb 0.061 2.670 -2.174
C 2.494 -0.833 1.267
C 1.406 -1.401 2.138
C 1.636 -2.538 2.911
C 0.665 -3.041 3.760
C -0.569 -2.410 3.865
C -0.828 -1.292 3.095
C 0.146 -0.810 2.228
N -0.152 0.370 1.458
C -0.401 0.416 0.149
N -0.162 -0.698 -0.617
C -1.090 -1.099 -1.647
C -0.838 -0.844 -2.998
C -1.704 -1.291 -3.987
C -2.835 -2.008 -3.629
C -3.083 -2.273 -2.293
C -2.222 -1.831 -1.289
C -2.519 -2.137 0.152
N -0.852 1.503 -0.452
C -1.388 2.569 0.367
C -2.777 2.655 0.473
C -3.360 3.681 1.188
C -2.551 4.639 1.795
C -1.178 4.560 1.678
C -0.561 3.527 0.964
C 0.949 3.489 0.892
H 3.472 -1.127 1.645
H 2.454 0.258 1.239
H 2.419 -1.197 0.239
H 2.607 -3.016 2.865
H 0.878 -3.917 4.358
H -1.321 -2.787 4.544
H -1.783 -0.784 3.162
H -0.344 1.225 1.966
H 0.174 -1.483 -0.069
H -1.493 -1.082 -5.028
H -3.514 -2.364 -4.392
H -3.963 -2.838 -2.013
H -3.462 -2.670 0.242
H -2.593 -1.223 0.745
H -1.742 -2.757 0.605
H -3.385 1.907 -0.022
H -4.437 3.741 1.267
H -2.997 5.449 2.357
H -0.555 5.310 2.151
H 1.347 4.421 0.486
H 1.341 2.665 0.290
H 1.375 3.384 1.892
O 2.196 1.878 -1.991
N 2.637 0.627 -2.126
C 3.847 0.345 -1.610
C 4.392 -0.909 -1.755
C 3.680 -1.889 -2.433
C 2.439 -1.577 -2.962
C 1.928 -0.302 -2.801
S 0.450 0.243 -3.588
H 4.328 1.175 -1.114
H 5.372 -1.103 -1.343
H 4.092 -2.879 -2.568
H 1.869 -2.302 -3.527

---

What is the charge in the second record?
+2